DFT (the ωB97M-V functional and the def2-TZVPD basis) results for a structure of composition C24H17N3O4Rh.

Computed properties:
E_HOMO = -10.428 eV
Energy relative to the best compared isomer or geometry (same formula, charge and spin) = 0.2 kJ/mol
Molecular weight = 514.323 g/mol
HOMO-LUMO gap = 5.0878 eV
Total charge = +1
Total energy = -40826.5990 eV
Lowest unoccupied orbital energy = -0.19626 hartree

CARTESIAN COORDINATES (ANGSTROEM)
Rh  -0.005  -0.295  -0.026
O  -1.133  6.394  0.122
C  0.005  5.912  0.085
O  1.145  6.390  0.121
C  0.003  4.357  -0.010
C  -1.207  3.666  -0.035
C  -1.183  2.288  -0.087
N  -0.002  1.655  -0.126
C  1.181  2.285  -0.088
C  1.209  3.662  -0.037
C  2.332  1.351  -0.080
C  3.652  1.761  -0.106
C  4.655  0.803  -0.101
C  4.322  -0.541  -0.070
C  2.985  -0.893  -0.048
N  2.021  0.028  -0.054
C  -2.337  1.359  -0.079
C  -3.655  1.773  -0.104
C  -4.661  0.818  -0.099
C  -4.333  -0.528  -0.069
C  -2.997  -0.883  -0.048
N  -2.030  0.035  -0.054
H  -2.110  4.263  0.000
H  2.114  4.256  -0.002
H  3.887  2.815  -0.131
H  5.692  1.109  -0.127
H  5.079  -1.312  -0.068
H  2.656  -1.924  -0.030
H  -3.887  2.827  -0.129
H  -5.697  1.127  -0.124
H  -5.092  -1.295  -0.066
H  -2.671  -1.915  -0.030
C  -0.002  -0.692  4.124
C  -0.004  -1.155  2.695
O  -0.005  -0.162  1.891
C  -0.003  -2.532  2.355
C  0.000  -3.480  3.425
C  0.000  -4.820  3.196
C  -0.002  -5.288  1.866
C  -0.005  -4.427  0.807
C  -0.006  -3.026  1.008
O  -0.008  -2.280  -0.051
H  -0.002  0.393  4.154
H  0.880  -1.069  4.641
H  -0.883  -1.069  4.642
H  0.001  -3.123  4.444
H  0.002  -5.518  4.020
H  -0.001  -6.355  1.679
H  -0.007  -4.783  -0.214